The following is a quantum chemistry calculation of C52H64N4OPSiSn as an isolated structure, from the OMol25 dataset.

Element x y z (Å)
1 Sn -0.13847 -1.44314 0.12678
2 C -1.26907 -5.65869 0.80207
3 C -0.53226 -4.79615 -0.18291
4 C -1.19989 -4.20018 -1.25185
5 C -0.50225 -3.53290 -2.25738
6 C -1.22004 -2.95131 -3.44693
7 C 0.88987 -3.45579 -2.17278
8 C 1.58121 -4.02570 -1.10701
9 C 3.08594 -4.02182 -1.08437
10 C 0.85688 -4.67066 -0.10948
11 H -0.86009 -5.55982 1.80783
12 H -1.16784 -6.70565 0.50852
13 H -2.33225 -5.42461 0.82914
14 H -2.27744 -4.30069 -1.33026
15 H -2.23375 -3.33954 -3.51520
16 H -0.68981 -3.18590 -4.36973
17 H -1.27694 -1.86256 -3.36698
18 H 1.44404 -3.00366 -2.98983
19 H 3.46850 -4.81478 -1.72967
20 H 3.46308 -4.20294 -0.07843
21 H 3.48500 -3.07604 -1.45340
22 H 1.38900 -5.14207 0.71006
23 N 1.13930 0.54035 0.36702
24 P 2.53757 1.21038 -0.09703
25 N 2.95069 2.64217 0.63945
26 C 2.26583 3.91711 0.36220
27 C 3.23957 5.06286 0.61801
28 C 3.69887 5.03397 2.07606
29 C 4.30109 3.66749 2.40495
30 C 3.30245 2.56456 2.06878
31 N 3.70541 0.08636 0.20039
32 C 3.59490 -1.09687 1.04473
33 C 4.65073 -1.12579 2.15052
34 C 6.05320 -0.90112 1.58298
35 C 6.08850 0.37195 0.73869
36 C 5.04165 0.27926 -0.36508
37 N 2.65819 1.51672 -1.71911
38 C 3.13176 2.72558 -2.39703
39 C 3.92711 2.35894 -3.64564
40 C 3.05793 1.59832 -4.66207
41 C 1.93707 0.82155 -3.95491
42 C 2.40551 0.35878 -2.58268
43 H 1.40296 4.02870 1.02944
44 H 1.89061 3.93213 -0.65859
45 H 2.74778 6.00956 0.38750
46 H 4.10411 4.96041 -0.04420
47 H 2.83581 5.21479 2.72427
48 H 4.42440 5.82633 2.26279
49 H 4.55557 3.60544 3.46488
50 H 5.21601 3.52108 1.82452
51 H 2.40703 2.69993 2.68255
52 H 3.72087 1.58167 2.28093
53 H 3.72125 -1.98803 0.41559
54 H 2.59230 -1.12423 1.47134
55 H 4.60201 -2.09424 2.65216
56 H 4.43088 -0.35702 2.89569
57 H 6.33477 -1.75387 0.95698
58 H 6.77677 -0.83900 2.39655
59 H 7.07482 0.50814 0.29202
60 H 5.87708 1.24251 1.36510
61 H 5.28112 -0.57544 -1.01167
62 H 5.04208 1.18228 -0.97363
63 H 3.76277 3.29372 -1.71358
64 H 2.28462 3.35888 -2.68941
65 H 4.78820 1.75212 -3.35532
66 H 4.31547 3.27585 -4.08900
67 H 3.68566 0.90960 -5.22917
68 H 2.61888 2.29434 -5.37764
69 H 1.63500 -0.04053 -4.55085
70 H 1.05697 1.45785 -3.83438
71 H 3.31308 -0.24966 -2.69915
72 H 1.65015 -0.27723 -2.10669
73 O -2.03580 -0.91139 0.45448
74 Si -3.63581 -1.02959 0.77915
75 C -4.53674 -1.55830 -0.78458
76 C -3.97664 -1.34855 -2.04354
77 C -4.66895 -1.67165 -3.20168
78 C -5.94220 -2.21528 -3.11507
79 C -6.51517 -2.43631 -1.86940
80 C -5.81705 -2.11108 -0.71659
81 C -4.40972 0.55436 1.42496
82 C -5.37052 1.25780 0.69691
83 C -6.04667 2.33122 1.25914
84 C -5.78773 2.70622 2.56990
85 C -4.82878 2.02328 3.30495
86 C -4.14354 0.96372 2.73256
87 C -3.87743 -2.35414 2.09865
88 C -4.98991 -2.31401 2.94265
89 C -5.19109 -3.28811 3.90973
90 C -4.28560 -4.33121 4.04275
91 C -3.18121 -4.39591 3.20462
92 C -2.98145 -3.41067 2.24992
93 H -2.98361 -0.91451 -2.10182
94 H -4.22139 -1.49428 -4.17246
95 H -6.49095 -2.46164 -4.01482
96 H -7.50734 -2.86349 -1.79871
97 H -6.27229 -2.29048 0.25180
98 H -5.60149 0.95318 -0.31800
99 H -6.79138 2.86328 0.68055
100 H -6.34406 3.51763 3.02181
101 H -4.62513 2.30526 4.33136
102 H -3.40054 0.42520 3.31112
103 H -5.69749 -1.49743 2.84594
104 H -6.04994 -3.22727 4.56599
105 H -4.43922 -5.08924 4.79970
106 H -2.47700 -5.21330 3.30251
107 H -2.10931 -3.45772 1.60190
108 C -2.18659 3.84624 -1.73751
109 C -1.33484 2.85736 -2.26822
110 C -0.58091 2.07927 -1.43358
111 C -0.62360 2.26166 -0.03141
112 C 0.17488 1.48983 0.86268
113 C -0.00670 1.62338 2.21698
114 C -0.89359 2.58202 2.73981
115 C -1.61210 3.38681 1.90404
116 C -1.51075 3.23292 0.50331
117 C -2.28645 4.01357 -0.38550
118 H -2.77601 4.45441 -2.41106
119 H -1.28884 2.71338 -3.34067
120 H 0.04824 1.29471 -1.83116
121 H 0.57443 0.99476 2.88217
122 H -0.99762 2.67171 3.81396
123 H -2.28604 4.13417 2.30190
124 H -2.98018 4.73417 0.03045

Calculated values
- Charge: +1
- 2S+1: 1
- Electronic energy: -85969.60221 eV
- Lowest unoccupied orbital energy: -0.1167 hartree


The following is a quantum chemistry calculation of C52H65AsF9N3PPdS2SeSi3 as an isolated structure, from the OMol25 dataset.

Element x y z (Å)
1 Pd 0.51476 0.05161 0.83697
2 S -0.51268 0.17149 2.89456
3 C -0.21500 -1.52467 3.00846
4 N 0.16946 -2.18625 1.94758
5 C 0.35875 -3.53156 2.25283
6 C 0.70751 -4.53317 1.34447
7 C 0.83570 -5.83268 1.79832
8 C 0.61081 -6.15368 3.14006
9 C 0.23677 -5.17939 4.04751
10 C 0.11249 -3.87151 3.58914
11 S -0.37318 -2.45154 4.46758
12 H 0.84646 -4.29089 0.29742
13 H 1.10434 -6.61824 1.10305
14 H 0.71790 -7.17903 3.47037
15 H 0.04266 -5.42953 5.08273
16 F 6.03601 -4.99386 -1.49781
17 C 5.67170 -4.25821 -2.55392
18 F 6.74891 -3.56780 -2.95640
19 F 5.35590 -5.10527 -3.54560
20 C 4.52256 -3.33922 -2.23884
21 C 4.15392 -2.39194 -3.18638
22 C 3.08753 -1.54488 -2.93041
23 C 2.40197 -1.64027 -1.72084
24 C 2.78901 -2.58096 -0.77504
25 C 3.84271 -3.44215 -1.03603
26 P 0.93682 -0.64657 -1.32715
27 C 0.76624 0.52603 -2.70006
28 C 1.36468 1.77346 -2.51864
29 C 1.26985 2.74815 -3.49698
30 C 0.57412 2.47160 -4.66584
31 C -0.00508 1.22921 -4.86757
32 C 0.09268 0.25425 -3.88592
33 C 0.41007 3.56019 -5.69103
34 F -0.60332 4.37793 -5.35640
35 F 0.14102 3.07235 -6.90656
36 F 1.50893 4.31735 -5.78925
37 C -0.37814 -1.90702 -1.58383
38 C -0.28975 -2.82173 -2.63202
39 C -1.31886 -3.71918 -2.87896
40 C -2.43196 -3.72050 -2.05506
41 C -2.50785 -2.85876 -0.96974
42 C -1.48565 -1.95513 -0.73858
43 C -3.60784 -4.61391 -2.33445
44 F -4.03213 -5.23493 -1.22692
45 F -4.64830 -3.88736 -2.79377
46 F -3.33927 -5.54710 -3.24994
47 H 4.69837 -2.32002 -4.11988
48 H 2.79698 -0.80550 -3.66898
49 H 2.26532 -2.63319 0.17381
50 H 4.14370 -4.17585 -0.30033
51 H 1.89077 1.98036 -1.59219
52 H 1.72530 3.71954 -3.34843
53 H -0.53123 1.02060 -5.79059
54 H -0.37017 -0.71102 -4.05298
55 H 0.58767 -2.83921 -3.27058
56 H -1.25256 -4.41381 -3.70612
57 H -3.36615 -2.89102 -0.30896
58 H -1.54279 -1.29433 0.10869
59 C 1.89985 1.01509 5.42617
60 Si 3.12940 0.32625 4.18492
61 C 4.83216 0.93189 4.67762
62 C 3.13044 -1.55377 4.15859
63 As 2.62045 1.05871 1.97443
64 Si 4.74809 0.77521 0.91916
65 C 5.25556 -1.01671 1.19966
66 C 6.11155 1.87179 1.61161
67 C 4.54734 1.18758 -0.89767
68 Si 2.14818 3.38544 2.18367
69 C 0.50473 3.54501 3.07253
70 C 2.01573 4.12968 0.46788
71 C 3.46168 4.30092 3.15573
72 H 1.83618 0.32638 6.27544
73 H 0.89683 1.14645 5.01974
74 H 2.25397 1.97527 5.81444
75 H 4.95568 0.73643 5.74968
76 H 4.96086 2.00461 4.52098
77 H 5.63147 0.40743 4.15753
78 H 2.79694 -1.93743 5.12757
79 H 4.13855 -1.93482 3.97869
80 H 2.47392 -1.96696 3.38973
81 H 5.94354 -1.07457 2.04761
82 H 5.77582 -1.41367 0.32543
83 H 4.40803 -1.66800 1.41227
84 H 6.70096 1.32971 2.35115
85 H 5.76272 2.79073 2.07810
86 H 6.78765 2.15454 0.79784
87 H 4.00814 0.41146 -1.43697
88 H 5.53906 1.27340 -1.35428
89 H 4.03644 2.14344 -1.04910
90 H -0.23160 2.84451 2.67443
91 H 0.11279 4.55733 2.92461
92 H 0.61215 3.37696 4.14592
93 H 1.29126 3.60277 -0.16020
94 H 2.98362 4.15079 -0.04236
95 H 1.67158 5.16491 0.56441
96 H 3.42719 4.04639 4.21799
97 H 3.27150 5.37689 3.06859
98 H 4.47192 4.12132 2.78935
99 C -5.19714 3.71445 0.08929
100 C -5.01209 3.90156 1.59504
101 C -3.64154 3.47990 2.12551
102 C -3.44147 1.98979 2.36669
103 N -3.65286 1.16217 1.17388
104 C -2.85839 1.14009 0.09121
105 Se -1.14620 1.87956 -0.05810
106 N -3.46077 0.40735 -0.87025
107 C -2.99192 0.31543 -2.25869
108 C -3.37439 1.53888 -3.08475
109 C -4.86596 1.66882 -3.38489
110 C -5.36257 0.64250 -4.39788
111 C -4.67268 -0.07020 -0.38367
112 C -5.63690 -0.89392 -0.95343
113 C -6.74087 -1.19286 -0.17800
114 C -6.87848 -0.68943 1.12158
115 C -5.91346 0.11982 1.69070
116 C -4.79881 0.41636 0.91374
117 H -6.09035 4.23509 -0.25872
118 H -5.30989 2.66579 -0.19253
119 H -4.34220 4.12206 -0.45884
120 H -5.80291 3.37683 2.14241
121 H -5.14494 4.95991 1.82722
122 H -3.45661 3.96323 3.08871
123 H -2.85873 3.83635 1.45026
124 H -4.13576 1.62408 3.12151
125 H -2.43487 1.80209 2.73301
126 H -3.38864 -0.60785 -2.68150
127 H -1.91246 0.22354 -2.22037
128 H -2.82143 1.47975 -4.02901
129 H -2.99732 2.42488 -2.56812
130 H -5.05534 2.67378 -3.76827
131 H -5.44353 1.59293 -2.45901
132 H -4.82315 0.74046 -5.34367
133 H -6.42516 0.77504 -4.60512
134 H -5.22473 -0.38520 -4.04916
135 H -5.53394 -1.28487 -1.95725
136 H -7.51621 -1.83158 -0.58168
137 H -7.75859 -0.94776 1.69569
138 H -6.02753 0.49658 2.69899

Calculated values
- Charge: +1
- 2S+1: 1
- Electronic energy: -268168.29925 eV
- Lowest unoccupied orbital energy (spin up / spin down): -0.1354 / -0.1354 hartree
- ΔE to the lowest compared entry with this formula, charge and spin: 5.4 kcal/mol


The following is a quantum chemistry calculation of a 9-piece molecular cluster, C52H65BN11O4 overall, from the OMol25 dataset.

Element x y z (Å)
1 C 4.26084 -6.62792 -1.88213
2 O 5.24963 -5.68364 -1.55621
3 C 4.79369 -4.57323 -0.81842
4 C 3.54914 -3.90314 -1.38862
5 C 3.36529 -2.46345 -0.89979
6 C 2.35499 -1.69704 -1.75776
7 C 1.64280 -0.53070 -1.06756
8 C 0.66237 -0.99424 0.01978
9 C -0.73701 -1.35769 -0.54367
10 C -1.07233 -2.85839 -0.37853
11 C -1.94385 -3.43744 -1.52109
12 N -1.23103 -4.50562 -2.24536
13 C -0.99713 -5.75014 -1.84675
14 N -0.28051 -6.32225 -2.78739
15 N -0.03310 -5.49197 -3.83117
16 C -0.62070 -4.38476 -3.47570
17 O -0.70337 -3.25929 -4.12220
18 B 0.37186 -2.59935 -4.80772
19 O 0.13889 -1.27477 -4.98007
20 O 1.40312 -3.29741 -5.33112
21 H 3.63047 -6.29729 -2.72299
22 H 4.77552 -7.54406 -2.17770
23 H 3.61521 -6.85775 -1.01754
24 H 5.62207 -3.85645 -0.83259
25 H 4.62182 -4.88517 0.22572
26 H 2.64238 -4.47149 -1.12301
27 H 3.63484 -3.88980 -2.48812
28 H 3.04208 -2.46595 0.14695
29 H 4.32646 -1.93765 -0.92640
30 H 2.87065 -1.36100 -2.66722
31 H 1.57276 -2.41872 -2.07190
32 H 1.06686 0.00369 -1.83651
33 H 2.35443 0.18810 -0.65053
34 H 0.63919 -0.23187 0.80026
35 H 1.06564 -1.89913 0.49153
36 H -1.51800 -0.75170 -0.07650
37 H -0.75969 -1.10711 -1.61287
38 H -1.55640 -3.03248 0.58477
39 H -0.12762 -3.41278 -0.36319
40 H -2.13590 -2.65816 -2.26182
41 H -2.89629 -3.85029 -1.18421
42 H -1.32800 -6.20131 -0.92033
43 H 0.05729 -7.27294 -2.80433
44 H 0.87308 -0.71538 -4.70045
45 H 1.88340 -3.92709 -4.78340
46 N -3.64620 2.72760 -5.88011
47 C -2.87810 1.76858 -5.37188
48 C -1.91238 1.08538 -6.09701
49 C -1.73799 1.42137 -7.43137
50 C -2.52906 2.41988 -7.97577
51 C -3.46561 3.04070 -7.16055
52 H -3.04548 1.53426 -4.32517
53 H -1.31612 0.31623 -5.62880
54 H -0.99533 0.91397 -8.03531
55 H -2.42507 2.71759 -9.00990
56 H -4.10032 3.82698 -7.55318
57 N 5.18155 -0.34768 1.41400
58 C 5.83192 -1.50762 1.44726
59 C 7.18261 -1.63227 1.72891
60 C 7.90443 -0.47684 1.98839
61 C 7.24346 0.74057 1.95463
62 C 5.88650 0.75399 1.66426
63 H 5.22964 -2.38836 1.25056
64 H 7.65297 -2.60586 1.74299
65 H 8.96186 -0.52470 2.21253
66 H 7.76596 1.66682 2.14988
67 H 5.33764 1.68947 1.63404
68 N 1.76881 1.76309 1.53834
69 C 2.69054 1.69752 2.49879
70 C 3.00634 2.76482 3.32574
71 C 2.33858 3.96636 3.14966
72 C 1.37969 4.04623 2.15099
73 C 1.13223 2.92233 1.37757
74 H 3.20443 0.74786 2.59755
75 H 3.76212 2.65716 4.09239
76 H 2.56863 4.81033 3.78651
77 H 0.83192 4.96157 1.97150
78 H 0.38762 2.95297 0.58837
79 N 2.90508 5.43308 6.16411
80 C 3.28161 4.74285 7.23841
81 C 2.66166 4.85198 8.47380
82 C 1.59745 5.72947 8.60421
83 C 1.19590 6.45747 7.49606
84 C 1.87933 6.27036 6.30394
85 H 4.11929 4.06750 7.10339
86 H 3.01051 4.26323 9.31133
87 H 1.08950 5.84592 9.55286
88 H 0.36919 7.15408 7.55841
89 H 1.58875 6.82251 5.41534
90 N -2.24044 7.84978 6.98321
91 C -3.28653 8.67249 6.95701
92 C -4.08061 8.86227 5.83535
93 C -3.77238 8.16498 4.67813
94 C -2.68373 7.30730 4.69084
95 C -1.95592 7.18848 5.86479
96 H -3.49908 9.20438 7.87738
97 H -4.91980 9.54305 5.87283
98 H -4.36862 8.28943 3.78362
99 H -2.40084 6.74276 3.81289
100 H -1.10486 6.51792 5.91826
101 N -5.97274 -5.63490 -0.49260
102 C -7.08111 -4.95613 -0.77928
103 C -7.60099 -4.84822 -2.06239
104 C -6.93420 -5.47078 -3.10436
105 C -5.77601 -6.17983 -2.82028
106 C -5.34871 -6.23364 -1.50289
107 H -7.57804 -4.47914 0.05742
108 H -8.50915 -4.28761 -2.23479
109 H -7.31021 -5.40841 -4.11692
110 H -5.22326 -6.68663 -3.60011
111 H -4.45577 -6.79307 -1.23465
112 N 0.07746 1.36642 10.00870
113 C -1.09662 0.87428 10.39456
114 C -2.25683 1.63085 10.47391
115 C -2.19457 2.97269 10.13609
116 C -0.97718 3.50052 9.73533
117 C 0.12425 2.65805 9.68773
118 H -1.10952 -0.17850 10.65467
119 H -3.18367 1.17517 10.79461
120 H -3.07709 3.59725 10.18535
121 H -0.88681 4.54262 9.46162
122 H 1.09155 3.02976 9.37493
123 N -2.24707 -0.00006 -12.37906
124 C -2.42198 0.16981 -11.07161
125 C -2.94633 -0.80149 -10.23174
126 C -3.31243 -2.01890 -10.78474
127 C -3.13797 -2.21000 -12.14549
128 C -2.60217 -1.17291 -12.89619
129 H -2.12617 1.13666 -10.68004
130 H -3.06408 -0.60561 -9.17416
131 H -3.72900 -2.80376 -10.16646
132 H -3.41139 -3.14156 -12.62171
133 H -2.45128 -1.28833 -13.96357

Calculated values
- Charge: +1
- 2S+1: 1
- Electronic energy: -80231.23523 eV
- Lowest unoccupied orbital energy: -0.1114 hartree